1 | ORCA calculation (ωB97M-V/def2-TZVPD) on a cluster of 2 separate species, C2H8N5 in total.

Summary:
HOMO, Eh: -0.5388
Charge: +1
Kohn-Sham gap, eV: 11.17
LUMO energy, eV: -3.49

CARTESIAN COORDINATES (ANGSTROEM)
1 C 0.817 0.403 0.262
2 C 0.897 1.869 -0.035
3 N -2.570 1.562 -0.019
4 N -2.786 0.495 -0.086
5 N -2.824 -0.670 -0.032
6 N -0.042 -0.202 -0.429
7 N -0.403 -1.572 0.120
8 H 1.353 0.058 1.044
9 H 0.234 1.924 -0.943
10 H 1.850 2.170 -0.422
11 H 0.301 2.426 0.660
12 H -3.553 -1.317 -0.373
13 H -0.259 -2.424 -0.586
14 H -1.421 -1.377 0.394
15 H 0.091 -1.763 1.052

***

2 | ORCA calculation (ωB97M-V/def2-TZVPD) on a cluster of 2 separate species, C2H8N5 in total.

Summary:
HOMO, Eh: -0.5310
Charge: +1
Kohn-Sham gap, eV: 9.53
LUMO energy, eV: -4.92

CARTESIAN COORDINATES (ANGSTROEM)
1 C 1.170 1.302 0.579
2 C -0.185 -1.953 0.039
3 N 2.098 0.652 -0.332
4 N 1.674 -0.421 -0.550
5 N 0.005 0.406 0.682
6 N 0.445 -0.694 0.211
7 N -1.456 0.890 -0.510
8 H 1.574 1.273 1.618
9 H 0.866 2.395 0.294
10 H -0.573 -2.400 1.010
11 H -1.082 -1.837 -0.694
12 H 0.569 -2.544 -0.509
13 H -1.491 1.903 -0.509
14 H -2.332 0.667 0.070
15 H -1.281 0.362 -1.399

***

3 | ORCA calculation (ωB97M-V/def2-TZVPD) on a cluster of 2 separate species, C2H8N5 in total.

Summary:
HOMO, Eh: -0.5271
Charge: +1
Kohn-Sham gap, eV: 10.50
LUMO energy, eV: -3.85

CARTESIAN COORDINATES (ANGSTROEM)
1 C -0.380 -1.005 -0.135
2 C -1.629 -0.545 -0.858
3 N -0.233 -2.386 -0.019
4 N 0.852 -2.641 0.485
5 N 0.689 -0.429 0.365
6 N 1.492 -1.497 0.697
7 N 0.501 2.172 0.317
8 H -2.032 0.206 -0.251
9 H -2.429 -1.294 -0.931
10 H -1.416 -0.007 -1.726
11 H 0.422 1.122 0.149
12 H 2.449 -1.281 0.956
13 H 1.109 2.425 -0.469
14 H 0.965 2.453 1.177
15 H -0.360 2.706 0.243

***

4 | ORCA calculation (ωB97M-V/def2-TZVPD) on the ion C2H8N5 with charge +1.

Summary:
HOMO (spin up / spin down), Eh: -0.4809 / -0.4832
Charge: +1
Kohn-Sham gap (spin up / spin down), eV: 7.77 / 8.21
LUMO energy (spin up / spin down), eV: -5.31 / -4.93

CARTESIAN COORDINATES (ANGSTROEM)
1 C -0.382 -1.085 0.567
2 C 0.501 0.476 -0.990
3 N -1.037 -1.002 -1.829
4 N 0.313 0.062 0.313
5 N -0.468 -1.723 1.674
6 N 0.749 0.893 1.436
7 N -0.752 0.289 -1.756
8 H 0.927 1.543 -0.942
9 H 1.289 -0.287 -1.374
10 H -0.867 -2.613 1.590
11 H -0.149 -1.172 2.479
12 H 0.149 1.859 1.469
13 H 1.769 1.153 1.285
14 H -1.449 0.902 -1.313
15 H -0.592 0.703 -2.607

***

The relative energies come out as 1 0.0957; 2 0.1003; 3 0.0000; 4 0.2227, with values in hartree.

***

1 | ORCA calculation (ωB97M-V/def2-TZVPD) on an isolated molecule of HNOP2.

Summary:
HOMO, Eh: -0.3362
Kohn-Sham gap, eV: 9.26
LUMO energy, eV: 0.12
SMILES string: N1P2#P1O2

CARTESIAN COORDINATES (ANGSTROEM)
1 N 0.497 0.334 0.355
2 P 1.769 1.025 -0.537
3 P 2.237 -0.406 0.885
4 O 2.263 -0.316 -0.882
5 H -0.165 -0.190 -0.217

***

2 | ORCA calculation (ωB97M-V/def2-TZVPD) on an isolated molecule of HNOP2.

Summary:
HOMO, Eh: -0.3085
Kohn-Sham gap, eV: 7.09
LUMO energy, eV: -1.31
SMILES string: O=P1=PN1

CARTESIAN COORDINATES (ANGSTROEM)
1 O -2.835 -1.300 -0.700
2 P -2.565 -0.296 0.379
3 P -1.500 1.584 -0.242
4 N -0.659 0.282 -0.092
5 H 0.318 0.058 0.006

***

The relative energies come out as 1 0.0181; 2 0.0000, with values in hartree.

***

1 | ORCA calculation (ωB97M-V/def2-TZVPD) on the ion C3H6ClN2O with charge +1.

Summary:
HOMO, Eh: -0.5290
Charge: +1
Kohn-Sham gap, eV: 10.17
LUMO energy, eV: -4.22
SMILES string: [NH3+][C@@H]1C(=O)N[C@H]1Cl

CARTESIAN COORDINATES (ANGSTROEM)
1 N -0.667 0.840 0.569
2 C -0.172 -0.507 0.349
3 C 1.396 -0.762 0.625
4 O 1.987 -0.424 1.573
5 N 1.619 -1.314 -0.592
6 C 0.361 -1.140 -1.264
7 Cl -0.469 -2.557 -1.707
8 H -0.054 1.636 0.087
9 H -0.845 1.057 1.583
10 H -1.502 0.615 -0.034
11 H -0.868 -1.127 0.936
12 H 2.436 -1.724 -0.872
13 H 0.317 -0.476 -2.061

***

2 | ORCA calculation (ωB97M-V/def2-TZVPD) on a cluster of 2 separate species, C3H6ClN2O in total.

Summary:
HOMO (spin up / spin down), Eh: -0.4990 / -0.4990
Charge: +1
Kohn-Sham gap (spin up / spin down), eV: 7.73 / 7.73
LUMO energy (spin up / spin down), eV: -5.85 / -5.85

CARTESIAN COORDINATES (ANGSTROEM)
1 C 0.577 0.081 -0.273
2 C -0.861 0.429 -0.133
3 C -1.878 -0.493 0.292
4 N 1.379 0.487 0.646
5 N 1.036 -0.692 -1.274
6 O 0.911 1.311 1.564
7 Cl -1.733 -1.541 1.503
8 H -0.393 1.148 1.092
9 H -1.120 1.167 -0.788
10 H -2.834 -0.482 -0.136
11 H 2.289 0.095 0.913
12 H 0.543 -0.610 -2.119
13 H 2.086 -0.899 -1.288

***

The relative energies come out as 1 0.0000; 2 0.0920, with values in hartree.

***

1 | ORCA calculation (ωB97M-V/def2-TZVPD) on a structure of composition C5H4S.

Summary:
HOMO (spin up / spin down), Eh: -0.2905 / -0.2905
Kohn-Sham gap (spin up / spin down), eV: 5.28 / 5.28
LUMO energy (spin up / spin down), eV: -2.63 / -2.63

CARTESIAN COORDINATES (ANGSTROEM)
1 C -1.610 -0.735 -0.056
2 C -2.521 -1.448 -0.339
3 C 0.891 -0.304 -0.007
4 C 0.787 0.923 -0.813
5 C -0.555 -0.129 0.605
6 S -0.511 1.631 0.037
7 H 1.250 -1.152 -0.614
8 H 1.450 -0.158 0.857
9 H 1.484 1.511 -1.332
10 H -0.663 -0.140 1.662

***

2 | ORCA calculation (ωB97M-V/def2-TZVPD) on an isolated molecule of C5H4S.

Summary:
HOMO, Eh: -0.3027
Kohn-Sham gap, eV: 7.87
LUMO energy, eV: -0.36
SMILES string: C1#S2=C1[C@H]1C[C@H]12

CARTESIAN COORDINATES (ANGSTROEM)
1 C -3.204 0.983 0.179
2 S -2.551 -0.759 0.011
3 C -1.874 1.242 0.041
4 C -0.525 0.848 -0.282
5 C 0.156 -0.136 0.641
6 C -0.737 -0.610 -0.579
7 H 0.116 1.560 -0.766
8 H 1.287 -0.183 0.596
9 H -0.225 -0.163 1.618
10 H -0.377 -1.374 -1.226

***

The relative energies come out as 1 0.0516; 2 0.0000, with values in hartree.